Entry 1:
{
  "formula": "C40H72MgO16",
  "method": "ωB97M-V/def2-TZVPD",
  "species": ["C", "O", "H", "C", "C", "H", "H", "H", "H", "H", "H", "C", "C", "H", "C", "H", "H", "C", "H", "O", "H", "O", "H", "H", "C", "H", "H", "H", "C", "C", "H", "C", "O", "C", "H", "H", "C", "O", "H", "H", "H", "O", "O", "C", "H", "H", "C", "C", "C", "H", "O", "H", "C", "H", "H", "H", "C", "H", "O", "C", "C", "H", "H", "C", "H", "H", "H", "C", "O", "H", "H", "H", "H", "C", "C", "O", "H", "C", "C", "H", "H", "H", "H", "O", "H", "H", "C", "O", "C", "Mg", "H", "H", "C", "H", "H", "H", "C", "H", "O", "H", "H", "H", "C", "H", "H", "C", "C", "H", "H", "H", "H", "H", "H", "C", "H", "H", "O", "H", "H", "H", "O", "C", "H", "C", "C", "C", "H", "C", "H"],
  "positions_angstrom": [[15.228, -17.698, 2.063], [20.691, -25.389, -2.337], [19.321, -27.575, 1.478], [21.319, -26.879, 1.368], [13.636, -23.714, -0.241], [15.022, -20.148, -1.694], [15.779, -25.058, 2.918], [12.737, -24.324, -0.330], [14.284, -23.934, -1.090], [14.049, -25.055, 1.428], [24.018, -20.035, 5.387], [20.214, -27.772, 0.885], [13.829, -17.990, 1.702], [12.805, -17.513, -0.192], [15.953, -20.847, 4.208], [24.893, -18.747, 4.520], [24.680, -19.800, 2.545], [21.854, -27.635, 2.551], [22.344, -22.768, -0.376], [19.130, -18.030, 0.855], [16.686, -19.513, -0.005], [20.313, -22.562, 1.555], [12.575, -23.312, 2.415], [18.399, -26.798, 5.196], [13.504, -21.858, 1.210], [17.846, -25.999, -3.864], [22.046, -26.739, 0.568], [20.181, -25.191, -4.304], [19.089, -16.707, 2.682], [16.539, -25.282, 3.666], [16.426, -27.289, 2.965], [18.583, -26.042, -3.062], [22.003, -23.620, 2.658], [19.552, -18.045, 3.116], [13.585, -19.044, 1.835], [15.497, -17.511, 3.102], [23.353, -24.077, 2.433], [22.740, -19.652, 3.215], [14.259, -22.968, 2.888], [23.115, -21.610, 0.814], [23.534, -24.534, 0.345], [18.229, -23.841, 2.578], [16.766, -22.400, -1.384], [13.578, -23.096, 2.047], [14.408, -18.330, -0.369], [21.922, -23.279, 6.823], [24.693, -19.818, 4.559], [16.057, -20.271, -2.013], [16.717, -26.740, 3.861], [25.617, -20.360, 4.757], [13.136, -22.366, -0.117], [21.328, -19.742, 5.322], [14.196, -24.029, 1.092], [20.623, -18.051, 3.321], [18.320, -16.016, 0.829], [14.057, -15.418, 0.191], [14.615, -16.352, 0.124], [23.430, -25.158, 2.549], [16.775, -21.300, 3.130], [20.731, -20.430, 5.922], [19.292, -18.834, 1.924], [12.753, -21.183, 1.621], [17.662, -24.915, -1.436], [17.070, -20.087, -0.848], [16.042, -27.173, 4.599], [23.972, -23.570, 3.174], [19.638, -25.071, -0.547], [23.660, -23.709, 1.046], [15.437, -16.525, 1.368], [24.721, -23.462, 1.002], [16.348, -24.779, 4.614], [18.068, -16.675, 3.060], [20.068, -23.576, -1.525], [13.811, -17.626, 0.212], [21.972, -22.408, 6.169], [19.528, -21.486, 4.092], [15.318, -22.065, -2.922], [19.153, -16.611, 1.204], [16.257, -21.684, -2.520], [22.576, -29.549, 1.819], [16.135, -19.494, -2.773], [19.910, -27.639, -0.154], [14.465, -21.345, 1.189], [19.164, -20.022, 1.799], [13.162, -17.261, 2.162], [21.287, -27.420, 3.457], [18.443, -24.794, -2.188], [18.808, -25.807, 3.404], [20.332, -21.548, 4.985], [18.565, -21.872, 2.380], [22.911, -27.416, 2.699], [14.971, -20.905, 3.739], [17.323, -21.549, -0.486], [21.358, -29.631, 2.979], [22.948, -22.415, 5.684], [21.133, -25.860, 1.705], [19.788, -24.629, -1.533], [18.468, -26.879, -2.374], [17.873, -21.962, 0.501], [18.009, -19.625, -1.153], [15.272, -23.851, 1.076], [15.968, -18.418, 1.714], [22.648, -22.581, 0.654], [22.433, -20.584, 7.189], [15.659, -22.462, 5.528], [21.643, -29.058, 2.097], [23.992, -20.209, 3.285], [20.450, -26.808, -3.859], [19.938, -19.805, 6.332], [19.014, -18.434, 3.980], [18.257, -23.913, -2.801], [19.682, -15.909, 3.128], [16.218, -19.796, 4.326], [20.036, -25.878, -3.470], [15.226, -16.298, -0.777], [16.979, -21.698, -3.337], [20.735, -29.059, 1.048], [20.085, -16.171, 0.848], [16.924, -21.442, 6.096], [24.037, -21.289, 3.147], [20.920, -22.690, 5.286], [21.552, -21.169, 6.922], [18.675, -27.812, 3.849], [15.933, -21.413, 5.645], [17.923, -24.847, 3.187], [18.213, -26.863, 4.124], [21.001, -21.367, 7.841], [21.504, -22.860, 1.660], [15.239, -20.868, 6.284]],
  "forces_ev_per_angstrom": [[0.7932, -0.0362, -0.1848], [0.9738, -0.1605, 0.8200], [-0.3259, -0.3428, 0.3345], [0.6037, 1.7077, -0.2495], [-2.0145, -0.1351, 0.2855], [0.0292, -0.2311, 0.5305], [0.1595, 0.4312, 0.2797], [-0.1320, -0.1987, -0.5741], [0.1572, 0.6003, -0.0101], [-0.0026, -0.2821, -0.3970], [-0.0848, 0.1694, 0.3059], [-0.6443, 1.0062, -0.2306], [-0.8996, -0.9302, -0.7819], [0.0511, -0.2746, -0.0908], [1.0469, 0.8512, -1.7948], [-0.0299, 0.0102, 0.2208], [0.3150, 0.0119, -1.0655], [0.7176, -0.0247, -0.3215], [-0.2672, 0.5408, 0.1414], [-0.4382, 0.2911, -1.2167], [0.0830, -0.3025, 0.0645], [2.7304, -0.3936, 0.2897], [0.0315, -0.5472, -0.1336], [0.2383, 0.5678, 0.1127], [-0.2043, -0.0388, -0.5296], [0.1560, -0.4980, -0.0102], [0.3215, -0.4021, -0.0227], [-0.3706, 0.4358, -0.1680], [-0.5223, 1.9149, 2.0809], [0.3810, 0.9312, -0.2606], [0.3027, 0.0809, -0.3515], [0.1259, 1.1452, 0.5758], [-1.3615, 0.0147, -0.0016], [0.9993, -0.1820, 0.8648], [-0.4970, 0.2219, 0.3231], [-0.5009, 0.0184, 0.1822], [-0.5189, 0.0808, 0.9301], [-0.1475, -0.6362, 0.0095], [-0.1883, 0.1874, 0.2448], [-0.5399, 0.2343, 0.0092], [-0.1645, -0.2055, 0.1729], [-0.3765, -1.5143, 0.9349], [0.1362, 0.1762, 0.1605], [0.1269, 1.1155, 1.1600], [-0.4587, -0.5411, -0.0233], [0.6190, 0.0041, 0.2869], [0.0047, -0.2257, 0.8353], [-0.2585, 1.2899, 0.2796], [-0.3984, -1.6284, -0.2617], [0.3299, -0.0566, -0.1223], [0.6919, 0.8315, 0.1667], [0.4180, -0.0689, -0.3713], [1.5421, -1.7377, 0.3517], [0.3084, -0.4670, -0.0068], [-0.1749, -0.6735, -0.4501], [-0.0491, -0.0421, 0.3270], [0.6233, -0.7524, 2.1448], [-0.4056, 0.0513, 0.4450], [0.2689, -0.9198, 1.1992], [-0.0431, 0.2480, -0.7708], [-0.2796, -0.4974, -0.8859], [-0.1939, 0.1283, -0.6265], [-0.1199, 0.3085, -0.1833], [-0.6397, -0.9333, -0.9846], [0.4359, 0.1204, 0.4556], [0.0429, -0.0373, -0.0699], [1.0165, 0.1960, 0.3515], [0.5910, 0.7321, -1.7767], [1.2492, 3.6621, -1.9678], [-0.0899, 0.4867, -0.3380], [-0.1880, 0.2827, -0.0953], [-0.2163, 0.7604, -0.3502], [0.2913, -0.0984, 0.4431], [-0.1564, -0.0422, -0.5895], [0.2749, -1.7779, 2.0381], [-0.1311, 0.0745, 0.1129], [0.1178, -0.5704, 0.5257], [0.4675, -0.8780, 0.1525], [0.1453, 0.9884, -0.3410], [0.1165, 0.1418, -0.5712], [0.4165, -0.2051, -0.2318], [0.2797, 0.0050, -0.0965], [0.1983, 0.0740, -0.1590], [0.1984, 0.2135, -0.4694], [-0.1634, -0.4551, 0.5676], [0.0489, 0.1491, -0.0095], [-0.8359, 0.3445, -0.4033], [0.6565, 0.1691, 0.1321], [-1.3023, 0.8755, -0.2328], [-1.0304, 0.8142, 0.8037], [-0.0621, -0.0204, 0.3233], [-0.7840, 0.2246, 0.7149], [-0.4477, 0.4527, 0.6307], [-0.8093, -0.4026, -0.0919], [-0.1747, 0.4945, -0.2913], [-0.9227, 0.0182, -0.2655], [-0.6334, -0.4670, -0.3199], [-0.0783, -0.4537, -0.5000], [-0.4537, -0.6269, -1.0978], [0.0383, -0.0553, -0.0264], [0.2298, 0.0872, 0.1591], [-0.1916, -0.7763, -0.0313], [0.5588, -1.2579, 0.7252], [0.0227, -0.0464, 0.1912], [-0.4035, -0.2279, 0.4754], [1.2642, -0.8686, 1.5681], [-0.7442, 1.4944, -0.0660], [0.4172, -0.1932, 0.6037], [-0.4043, -0.5347, -0.1684], [0.1319, -0.1112, -0.1019], [-0.3828, -0.1041, -0.0712], [-0.2834, 0.1023, 0.2359], [-0.3135, 0.6460, 0.1671], [-0.4538, -0.5738, -1.0605], [0.3422, -0.0810, 0.2085], [0.2852, -0.2726, 0.1135], [-0.6411, -0.9183, -0.4318], [0.0701, -0.2264, -0.0844], [0.1298, 0.3383, 0.0118], [-0.0970, -0.9513, 0.0452], [-0.1614, 0.2544, -1.1659], [1.3177, 0.8728, 0.7392], [-0.1215, 0.1201, -0.4834], [0.6486, -1.1034, -1.3603], [-0.6335, 1.1877, -1.2531], [-0.5678, -1.4021, 1.0348], [-0.0144, -0.3342, -0.1079], [-0.0947, 0.0481, -0.7157], [-0.0484, -0.0843, -0.1225]],
  "mulliken_charge": [0.484, -0.517, -0.105, 0.497, -0.603, 0.146, -0.915, 0.414, 0.120, 0.543, 0.029, 0.419, -0.178, 0.517, -0.103, 0.368, 0.288, -0.569, 0.363, -0.445, -1.297, -0.644, 0.359, 0.310, 0.572, 0.373, 0.416, 0.323, -0.703, 1.171, 0.325, -0.608, -0.248, 0.676, -0.172, 0.326, -0.225, -0.655, -0.086, 0.396, 0.327, -0.085, -0.076, -0.104, -0.475, 0.324, -1.170, -0.645, -0.804, 0.354, -0.537, -0.005, 0.118, 0.046, 0.254, 0.303, -0.529, -0.021, -0.467, -0.142, -0.475, 0.364, 0.198, 1.514, 0.434, 0.542, -0.520, -0.845, -0.539, 0.314, 0.063, 0.144, 0.106, 0.111, -0.358, 0.488, 0.481, -0.414, -0.844, 0.338, 0.481, -0.036, -0.528, -0.594, 0.378, 0.093, 0.186, -0.336, -0.201, 2.470, 0.372, 0.153, -0.304, 0.351, 0.185, -0.540, 0.624, 0.267, 0.031, 0.393, -0.433, -0.498, -0.604, 0.352, 0.198, -0.733, 0.113, 0.397, 0.450, -0.038, -0.146, 0.404, -0.001, -0.685, 0.247, 0.267, -0.502, 0.378, 0.192, -0.248, -0.217, -0.779, 0.422, -1.354, -0.181, -0.584, 0.289, 0.311, 0.402],
  "gap_ev": 6.1,
  "energy_ev": -80851.3611
}

***

Entry 2:
{
  "formula": "C20H60O10S10",
  "method": "ωB97M-V/def2-TZVPD",
  "species": ["O", "O", "H", "H", "H", "C", "H", "H", "H", "C", "C", "H", "C", "H", "O", "H", "H", "C", "H", "H", "O", "H", "C", "H", "H", "H", "H", "O", "C", "H", "O", "H", "H", "H", "C", "H", "S", "H", "H", "S", "H", "C", "S", "H", "H", "O", "H", "H", "C", "H", "H", "H", "H", "H", "H", "H", "H", "H", "H", "O", "H", "O", "H", "H", "H", "H", "H", "S", "S", "C", "H", "H", "S", "S", "H", "H", "C", "H", "C", "C", "H", "C", "H", "C", "S", "S", "C", "H", "H", "H", "C", "H", "H", "O", "H", "C", "S", "C", "H", "H"],
  "positions_angstrom": [[3.077, -5.817, 0.983], [-2.474, 3.690, 0.348], [-4.111, 0.283, -4.126], [-2.887, 0.810, 4.036], [-1.271, 1.753, 0.074], [3.226, 3.005, 2.780], [0.113, -0.335, -1.492], [2.800, -2.699, -5.379], [-0.356, 2.921, -1.811], [0.764, -0.541, -0.642], [-0.328, -2.116, -3.537], [4.529, 0.567, 2.665], [1.687, -2.599, 4.938], [0.244, -4.599, 1.042], [0.286, 1.311, -4.281], [1.154, -3.508, 5.218], [-3.421, 1.782, -2.129], [3.711, -3.123, 6.740], [-4.458, 4.293, 2.753], [2.520, -2.709, 4.243], [-1.174, -4.559, -4.647], [3.921, -3.546, 2.371], [-0.443, 1.490, 0.731], [5.744, -3.611, -3.748], [-5.208, -1.085, -4.351], [-0.003, 2.678, 3.766], [4.954, -3.461, 1.000], [3.818, 1.752, 5.057], [-2.166, -2.262, -5.757], [-2.813, -2.912, -6.347], [0.773, -0.563, 2.116], [3.342, -0.643, 3.201], [0.958, -1.907, 4.517], [0.378, -1.996, -4.359], [3.911, -3.354, 1.298], [0.205, -2.550, -2.691], [-3.380, 4.918, 0.664], [-0.734, -1.152, -3.229], [0.476, 2.038, 0.520], [-2.014, 2.727, 5.217], [-0.761, 1.949, 1.667], [-2.056, 2.315, -5.048], [2.839, 1.563, 3.912], [-1.191, -2.120, -6.222], [2.752, 2.727, 1.839], [-2.105, 4.209, 4.929], [3.182, -3.923, 7.258], [-3.511, 5.434, -1.832], [-4.795, 4.178, 1.723], [-5.014, 3.125, 1.541], [-1.843, 3.647, -2.638], [4.568, -2.702, 7.265], [2.894, 3.985, 3.122], [5.474, -4.002, -2.215], [-5.751, 4.700, 1.689], [1.693, 0.026, -0.703], [3.650, -2.306, 1.152], [-5.121, 1.924, -1.513], [-2.622, -1.299, -5.529], [-3.337, -1.080, -2.109], [4.283, 2.934, 2.522], [2.450, -2.688, -2.528], [-1.731, 1.694, -5.882], [-0.213, 1.126, 4.576], [-3.728, 1.341, -0.562], [-4.982, 6.037, -1.038], [3.432, -1.120, -5.001], [3.837, -2.336, -3.086], [-1.059, 1.609, -3.673], [-4.213, 1.322, -1.538], [-2.489, 2.100, 2.853], [-1.759, 3.293, -5.429], [2.726, -4.464, 0.386], [-4.702, -0.413, -2.016], [-0.237, 3.884, -3.277], [4.405, -4.707, -3.599], [-0.867, 3.174, -2.741], [0.812, -2.928, 1.032], [-2.877, 1.884, 3.849], [1.124, -3.965, 1.151], [0.945, -1.610, -0.756], [-5.061, -0.149, -3.812], [-3.109, 2.341, -4.769], [3.466, 0.353, 2.774], [2.618, -1.733, 6.226], [-0.163, -0.308, 0.964], [3.632, -2.186, -4.896], [-5.829, 0.609, -3.964], [1.275, -4.196, 2.206], [4.495, -2.440, -5.511], [-0.324, 2.204, 4.693], [3.095, 0.395, 1.750], [-3.897, 2.257, 3.938], [1.632, -1.620, 7.387], [-4.690, 4.346, -1.278], [-4.200, 5.279, -1.001], [-1.667, -3.191, -4.226], [4.886, -3.854, -3.121], [4.112, -3.496, 5.797], [0.274, 2.504, 5.554]],
  "forces_ev_per_angstrom": [[-0.6257, 1.0063, -0.5695], [-1.2969, 1.7316, 0.4861], [0.0166, -0.0357, -0.2065], [0.1073, -0.0222, 0.0462], [0.2512, -0.4506, -0.4096], [-0.3311, -1.4437, -0.5549], [-0.1588, 0.5144, 0.2724], [-0.2612, -0.3610, 0.8190], [-0.4184, 0.1455, 0.1623], [-0.5744, -0.4666, 0.6149], [-0.0447, -0.3199, -1.3647], [0.2918, -0.0981, 0.3350], [0.7176, 0.6894, -0.1625], [0.3829, -0.3874, -1.4014], [-0.4427, -0.1288, 0.3775], [0.5212, -0.0790, 0.2854], [-0.3933, -0.3317, -0.8007], [0.2665, 0.5459, -1.3132], [0.3725, -0.0255, -0.0429], [-0.4566, -0.6403, -0.6819], [0.4742, 1.3668, -0.2568], [-0.4885, -0.3311, 0.0046], [0.2786, 0.2832, 1.0385], [-0.1649, 0.4041, -0.6680], [-0.2710, -0.0272, 0.4290], [-0.2782, 0.3022, 0.1716], [-0.2675, -0.4985, -0.6302], [-0.7780, -0.7156, -1.0936], [1.5800, -0.2987, 0.6952], [0.1083, 0.0169, 0.2254], [-0.0985, 0.4496, -0.5087], [-0.1607, 0.1265, -0.0920], [0.1934, 0.1958, -0.0233], [0.2493, 0.2757, 0.1629], [-0.6728, 0.6580, 0.1816], [-0.4403, -0.4893, -0.2849], [-0.1617, -1.9997, -0.8907], [-0.3684, -0.1616, -0.3050], [0.1193, -0.2519, -0.5260], [0.6611, 0.4427, -1.6554], [-0.0741, -0.4787, 0.3021], [0.7603, -0.1017, -0.0405], [0.7361, 2.1435, 0.6539], [-0.2235, 0.2029, -0.6369], [-0.4886, 0.3345, -0.0588], [0.0144, -1.0930, 0.2944], [-0.1058, 0.3814, 0.1090], [0.7017, 0.3396, 0.4588], [0.2192, 0.6652, -0.1723], [0.5056, 0.0281, -0.5030], [-0.0569, -0.1982, 0.4855], [-0.3324, -0.0611, 0.3678], [0.1039, -0.3414, 0.2547], [-1.0761, -0.4097, 0.6047], [0.2164, 0.3745, -0.5134], [-0.1032, 0.0473, 0.1909], [-0.2001, 0.0707, -0.1175], [0.1125, 0.2187, -0.0321], [-0.0053, -0.1667, 0.2030], [-1.0568, -0.1085, 0.3534], [0.1827, 0.2947, 0.5963], [2.2617, 0.5122, -0.6519], [-0.7893, -0.6304, 0.0082], [-0.3401, -0.0691, 0.0928], [-0.4918, -0.6016, 0.3738], [0.2646, 0.2419, 0.5739], [-0.0061, 0.0502, -0.2424], [-1.5581, -1.7082, 0.1119], [0.5723, 1.5598, -0.8516], [-0.5877, -0.2929, -0.0103], [0.1304, 0.2458, 0.1887], [0.2432, 0.3436, 0.8118], [0.7619, -1.0294, 0.7868], [2.3961, 0.5869, -0.7036], [0.0540, -0.3011, -0.3869], [-0.2296, -0.0303, 0.6258], [0.2083, -0.3430, -0.2796], [0.4799, -0.0685, -0.0856], [-0.4300, 0.1277, 0.5312], [0.2134, -0.1371, 1.5135], [0.3595, 0.0512, 0.2936], [0.5858, 0.9228, 0.7359], [-0.0251, -0.2921, -0.3270], [1.4026, -0.3752, -0.4669], [-2.0820, -1.2020, 2.3818], [-0.0689, 0.4400, -1.2775], [-0.1033, 0.7448, -0.4102], [-0.2274, -0.2822, -0.0326], [0.4465, 0.5920, 0.3810], [0.3846, 0.0864, 0.5182], [-0.3620, 0.0765, 0.8336], [-0.6707, 0.0526, 0.4154], [-0.0607, -0.0985, -0.1800], [1.1067, 0.5040, -1.0054], [-0.1508, -0.2467, 0.1235], [-0.6457, -1.1592, 0.4715], [-1.6138, -0.5773, 1.3743], [0.8261, 0.7788, -0.5611], [0.1088, -0.3018, -0.0404], [0.3696, 0.0962, -0.2986]],
  "lowdin_spin": [0.000, 0.011, 0.002, 0.001, 0.001, 0.001, 0.001, 0.000, 0.002, 0.002, 0.002, 0.000, 0.000, 0.000, 0.004, 0.000, 0.005, 0.000, 0.004, 0.000, 0.000, 0.000, 0.003, 0.000, 0.003, 0.000, 0.000, 0.000, 0.004, 0.001, 0.000, 0.000, 0.000, 0.000, 0.000, 0.000, 0.153, 0.000, 0.001, 0.006, 0.000, 0.033, 0.002, 0.001, 0.001, 0.002, 0.000, 0.055, 0.032, 0.010, 0.012, 0.000, 0.000, 0.000, 0.013, 0.001, 0.000, 0.034, 0.001, 0.006, 0.000, 0.000, 0.004, 0.000, 0.004, 0.039, 0.000, 0.002, 0.097, 0.034, 0.001, 0.018, 0.000, 0.100, 0.010, 0.000, 0.022, 0.000, 0.005, 0.000, 0.000, 0.025, 0.027, 0.000, 0.000, 0.007, 0.000, 0.026, 0.000, 0.000, 0.001, 0.000, 0.002, 0.000, 0.046, 0.110, 0.006, 0.000, 0.000, 0.000],
  "gap_ev": [1.6, 7.8],
  "multiplicity": 2,
  "energy_ev": -150528.9503,
  "charge": -1
}

***

> What is the formula in the first record?

C40H72MgO16